Record 1
C3H3MgO4Sm as an isolated structure at a distorted geometry, computed with ωB97M-V/def2-TZVPD.

The geometry in ORCA input format:
```
! RIJCOSX wB97M-V def2-TZVPD def2/J DEFGRID3
* xyz -1 7
Sm -1.596 -2.469 0.968
Mg -2.034 0.548 1.591
O -1.327 -0.258 -0.254
O -0.727 1.898 1.197
O 2.528 -1.423 -0.278
O 0.597 -2.455 0.070
C -0.193 0.329 -0.647
C 1.314 -1.527 -0.458
C -0.067 1.717 -0.007
H 1.025 1.914 0.078
H 0.910 -0.699 -1.472
H -0.432 2.426 -0.786
*
```

Properties
LUMO energy (alpha / beta) = 2.0 / 2.0 eV
energy = -1275.033430 Eh
energy above the lowest of the compared OMol25 structures with the same formula, charge and spin = 42.3 kcal/mol

***

Record 2
A 5-piece molecular cluster, C23H46Br2F4N3O7S5 overall at a distorted geometry, computed with ωB97M-V/def2-TZVPD.

The geometry in ORCA input format:
```
! RIJCOSX wB97M-V def2-TZVPD def2/J DEFGRID3
* xyz 1 1
Br -5.842 -3.353 -1.837
Br -8.112 -2.244 2.172
S -0.822 0.232 -4.583
S 1.703 -2.070 1.242
S -0.022 -2.587 6.095
S 4.445 2.467 -6.831
S 5.412 0.496 3.521
F -5.564 -2.919 1.456
F -3.132 -1.886 0.572
F -7.104 -4.567 0.212
F -8.355 -3.027 -0.759
O 4.505 1.674 3.425
O -1.702 1.442 -4.642
O -0.962 -2.401 4.947
O 3.662 1.465 -6.050
O 2.260 -2.927 2.531
O 2.452 -2.371 0.038
O 1.848 -0.646 1.545
N -3.084 2.096 -0.644
N -4.143 1.662 0.018
N -0.916 1.883 -1.588
C 0.856 0.767 -4.947
C 5.204 -0.468 2.014
C -1.897 -0.121 -0.566
C 7.080 1.070 3.150
C -6.388 -0.864 0.342
C -0.035 2.317 0.803
C 1.341 2.585 2.929
C 0.925 3.319 1.595
C -3.070 -0.624 0.175
C -2.039 1.286 -0.899
C -1.014 -2.700 7.593
C -0.143 2.797 -0.682
C -0.534 -2.386 -0.440
C 3.323 3.809 -7.264
C -6.646 -2.324 0.834
C 0.501 -4.312 6.085
C 5.428 3.415 -5.655
C -4.097 0.402 0.400
C -0.078 -2.467 1.052
C -1.066 -0.687 -6.111
C -5.344 -0.073 1.228
C -7.099 -3.302 -0.320
C -0.657 -0.924 -0.959
H -4.983 -0.658 2.114
H 0.908 2.813 -1.083
H 2.814 4.172 -6.369
H 6.179 2.753 -5.225
H -1.457 -2.987 -0.643
H 3.886 4.617 -7.731
H 0.253 4.161 1.916
H -0.505 3.857 -0.792
H 7.083 1.617 2.207
H 4.787 3.802 -4.862
H 1.856 3.260 3.652
H -0.563 -0.887 -2.079
H -2.080 -1.085 -6.115
H -1.475 -1.729 7.772
H 0.873 1.335 -5.876
H -0.705 -1.834 1.728
H 5.938 -1.274 1.991
H 1.201 1.399 -4.129
H -0.997 2.328 1.369
H 1.583 -2.767 3.219
H 2.587 3.426 -7.970
H 1.789 3.659 0.982
H 5.324 0.175 1.141
H -0.371 -2.956 8.436
H 1.096 -4.517 6.976
H -5.861 0.820 1.660
H 0.243 -0.356 -0.587
H -0.354 -1.512 -6.156
H 7.755 0.215 3.093
H -1.315 2.414 -2.376
H 1.111 -4.483 5.198
H 0.493 1.327 0.841
H -7.369 -0.327 0.395
H -6.046 -0.789 -0.719
H 4.201 -0.891 2.016
H -3.080 3.071 -0.958
H 7.401 1.730 3.954
H -0.210 -3.527 1.387
H -0.372 -4.965 6.056
H -0.932 -0.026 -6.967
H 1.932 1.670 2.689
H -1.791 -3.454 7.468
H 0.401 2.226 3.429
H 5.923 4.236 -6.174
H 1.507 -0.104 -5.028
H 0.267 -2.887 -1.048
*
```

Properties
LUMO energy = -4.1 eV
energy = -9132.921309 Eh

***

Record 3
C33H22Br2N8OS2W as an isolated structure, computed with ωB97M-V/def2-TZVPD.

The geometry in ORCA input format:
```
! RIJCOSX wB97M-V def2-TZVPD def2/J DEFGRID3
* xyz 0 1
W 1.060 0.212 -0.963
Br 0.467 7.390 -1.451
Br 0.420 3.099 -5.117
S 2.149 -2.014 -0.690
S 0.258 -1.019 -2.880
O 0.491 1.469 -2.482
N -0.194 -0.690 0.486
N -1.711 0.787 -1.120
N -2.556 -0.261 -1.149
N 2.712 0.753 -1.474
N 0.583 2.270 -0.031
N -0.930 -4.323 -4.084
N 1.661 -5.652 -1.133
N 2.189 0.146 0.959
C 0.519 4.621 -0.680
C 4.422 0.557 0.113
C -0.301 -3.607 -3.442
C 0.964 -0.228 4.494
C 0.432 4.967 0.684
C -2.580 -3.942 -0.797
C 0.505 5.527 -1.770
C -3.783 0.107 -1.584
C -3.734 1.450 -1.858
C -0.716 -0.926 2.888
C -1.557 -4.115 0.137
C 0.512 3.689 -3.337
C -0.299 -0.734 4.193
C 3.985 0.850 -1.152
C 0.456 2.633 1.230
C 0.503 5.066 -3.057
C -1.073 -1.733 0.126
C -3.307 -5.123 -1.369
C 1.380 0.011 5.919
C 3.492 0.204 1.101
C 1.819 0.065 3.437
C 0.560 2.761 -2.317
C 1.310 -3.159 -1.669
C -2.416 1.819 -1.558
C 1.423 -0.168 2.126
C 0.141 -0.627 1.827
C 0.462 -2.723 -2.627
C 0.582 3.250 -0.986
C -2.155 -1.555 -0.733
C -2.869 -2.653 -1.210
C -0.820 -3.036 0.574
C 0.377 3.977 1.624
C 1.505 -4.542 -1.389
H 1.255 -0.889 6.523
H -4.533 2.072 -2.219
H -4.112 -4.810 -2.032
H 2.427 0.306 5.979
H 0.477 5.761 -3.884
H 3.891 -0.051 2.077
H 0.785 0.799 6.383
H 0.013 -3.189 1.249
H -2.622 -5.744 -1.949
H 0.383 6.010 0.966
H -0.982 -0.967 5.002
H -4.595 -0.594 -1.636
H -1.298 -5.110 0.476
H -3.641 -2.504 -1.953
H -1.709 -1.302 2.680
H -1.963 2.793 -1.644
H 4.674 1.154 -1.939
H 2.787 0.495 3.660
H 0.280 4.203 2.675
H 5.466 0.608 0.381
H -3.734 -5.743 -0.579
H 0.414 1.852 1.974
*
```

Properties
LUMO energy = -1.7 eV
energy = -7795.598317 Eh
energy above the lowest of the compared OMol25 structures with the same formula, charge and spin = 9.0 kcal/mol

***

Record 4
One molecule with the formula C2H3N5O at a distorted geometry, computed with ωB97M-V/def2-TZVPD.

The geometry in ORCA input format:
```
! RIJCOSX wB97M-V def2-TZVPD def2/J DEFGRID3
* xyz 0 1
O -1.521 1.431 -0.131
N -1.804 -1.130 -0.053
N 0.929 1.453 0.222
N -0.585 -0.609 0.079
N 0.429 -1.357 0.061
N 1.953 0.451 -0.031
C 1.684 -0.895 -0.196
C -0.361 0.870 -0.035
H 2.584 -1.371 -0.096
H -2.660 -0.366 -0.510
H -2.135 -1.222 1.099
*
```

Properties
LUMO energy = -1.7 eV
energy = -426.814373 Eh
energy above the lowest of the compared OMol25 structures with the same formula, charge and spin = 152.6 kcal/mol

***

Record 5
C47H42CdCl3N4O5PSi as an isolated structure at a distorted geometry, computed with ωB97M-V/def2-TZVPD.

The geometry in ORCA input format:
```
! RIJCOSX wB97M-V def2-TZVPD def2/J DEFGRID3
* xyz -2 1
Cd 0.834 0.879 0.355
Cl -0.170 3.123 -0.976
Cl -0.581 5.817 -0.057
Cl -2.839 4.014 -0.254
P -2.247 0.004 1.959
Si 3.312 1.022 -2.202
O -2.649 -3.497 -1.096
O -1.131 4.492 2.507
O 1.853 0.714 -1.683
O -0.774 2.393 1.733
O 2.199 1.838 1.568
N 0.778 -1.275 0.244
N -2.118 -1.328 -0.825
N 1.006 -3.033 -1.425
N 2.491 -4.796 -2.289
C -3.399 -2.491 0.952
C -5.806 2.885 2.804
C 4.276 -0.921 -6.392
C -0.955 3.628 1.657
C -1.496 -1.697 -2.104
C -4.893 0.918 1.763
C 3.881 5.671 -2.720
C -3.963 -1.897 3.205
C -4.568 3.143 3.371
C 3.630 2.885 -2.431
C -1.884 -3.182 -2.271
C -3.093 0.123 -2.945
C 4.769 0.356 -1.169
C -2.688 -2.347 -0.347
C -0.963 -0.093 5.957
C 4.929 4.925 -2.197
C -3.261 -1.598 2.034
C 2.712 5.031 -3.116
C -4.222 -3.619 1.081
C -1.910 -0.781 -3.291
C 3.326 -1.493 -5.557
C 3.013 -0.888 -4.345
C 3.632 0.297 -3.938
C -1.379 -0.273 3.578
C 4.900 0.263 -6.014
C 2.413 3.211 1.469
C 5.918 -0.201 -1.740
C 0.957 -2.109 -0.560
C 2.600 3.654 -2.981
C 4.574 0.864 -4.804
C -5.959 1.775 1.983
C 5.760 -0.043 1.016
C -1.098 4.136 0.141
C 0.566 -1.320 4.583
C 6.891 -0.593 0.426
C 6.967 -0.671 -0.958
C -4.921 -3.869 2.244
C 4.797 3.549 -2.049
C -0.214 -1.035 3.471
C 4.712 0.423 0.231
C -3.499 2.282 3.152
C -0.707 0.038 -3.774
C 0.199 -0.839 5.832
C -1.748 0.180 4.844
C -4.788 -3.000 3.317
C 1.837 -3.938 -1.853
C -3.653 1.134 2.375
H -1.025 0.851 -4.432
H 1.884 5.608 -3.511
H 0.823 -1.034 6.696
H -4.416 4.030 3.975
H 5.646 0.711 -6.662
H 5.059 1.794 -4.522
H 1.472 -1.901 4.464
H -3.952 -0.464 -2.609
H -2.828 0.807 -2.138
H 7.840 -1.104 -1.432
H 3.290 3.501 2.072
H -5.557 -4.744 2.320
H -3.861 -1.233 4.052
H -6.915 1.574 1.512
H -1.256 0.291 6.927
H 1.688 3.157 -3.297
H 3.846 0.874 0.717
H 5.611 2.979 -1.609
H 0.000 -0.593 -4.320
H -3.393 0.708 -3.819
H 5.843 5.420 -1.889
H 6.002 -0.281 -2.818
H 3.969 6.748 -2.813
H 2.276 -1.344 -3.689
H -2.220 -1.437 -4.111
H -5.028 0.062 1.112
H 2.835 -2.416 -5.842
H 7.709 -0.954 1.040
H 0.096 -1.403 2.501
H -4.307 -4.297 0.244
H -1.017 -3.842 -2.304
H -0.160 0.471 -2.933
H -2.511 -3.355 -3.148
H 4.534 -1.394 -7.334
H 1.573 3.810 1.853
H 2.612 3.557 0.441
H -2.655 0.753 4.979
H -6.642 3.554 2.980
H -0.419 -1.603 -1.969
H -2.527 2.534 3.549
H -5.330 -3.179 4.239
H 5.692 0.028 2.097
*
```

Properties
LUMO energy = 4.1 eV
energy = -4590.769568 Eh
energy above the lowest of the compared OMol25 structures with the same formula, charge and spin = 13.1 kcal/mol